P.
Here is C3H5N3O in the gas phase from the OMol25 dataset. Energies are from the ωB97M-V functional and the def2-TZVPD basis.

CARTESIAN COORDINATES (ANGSTROEM)
N -2.011 -0.477 0.540
C -0.633 -0.280 0.306
N 0.444 -1.027 0.159
C 1.375 -0.122 -0.278
O 2.648 -0.501 -0.551
C 0.865 1.153 -0.406
N -0.456 1.006 0.008
H -2.311 -0.656 1.482
H -2.487 -1.029 -0.154
H 2.676 -1.461 -0.432
H 1.335 2.070 -0.720
H -1.446 1.324 0.046

## Properties
Molecular weight, g mol⁻¹: 99.093
HOMO-LUMO gap, eV: 8.99

Atom charges from the Löwdin analysis, given in e for atoms 1 to 2: number 1, N, carries 0.090; number 2, C, carries -0.481

Q.
Here is C3H5N3O in the gas phase from the OMol25 dataset. Energies are from the ωB97M-V functional and the def2-TZVPD basis.

CARTESIAN COORDINATES (ANGSTROEM)
N -0.327 -1.107 1.273
C -0.110 0.122 0.469
C -0.623 0.333 1.661
O 0.068 2.539 -0.130
N 0.424 1.790 -1.055
C 0.378 0.444 -0.773
N 0.767 -0.539 -1.725
H 0.511 -1.605 1.568
H -1.106 -1.723 1.054
H -0.451 0.809 2.608
H 0.165 -0.507 -2.538
H 1.702 -0.344 -2.061

## Properties
Molecular weight, g mol⁻¹: 99.093
HOMO-LUMO gap, eV: 8.08

Atom charges from the Löwdin analysis, given in e for atoms 1 to 2: number 1, N, carries 0.113; number 2, C, carries -0.203

P is favored, and the nearest alternative lies 5.232 eV above it.

P.
Here is C3H5N3O in the gas phase from the OMol25 dataset. Energies are from the ωB97M-V functional and the def2-TZVPD basis.

CARTESIAN COORDINATES (ANGSTROEM)
N -0.207 -1.780 -0.478
C -0.303 -0.470 0.013
C -1.274 0.114 0.738
O -1.039 1.431 1.008
N 0.104 1.747 0.257
C 0.726 0.575 -0.181
N 1.939 0.670 -0.567
H 0.743 -2.129 -0.424
H -0.823 -2.423 0.009
H -2.209 -0.258 1.143
H 2.317 -0.146 -1.027
H 0.735 2.347 0.774

## Properties
Molecular weight, g mol⁻¹: 99.093
HOMO-LUMO gap, eV: 8.94

Atom charges from the Löwdin analysis, given in e for atoms 1 to 2: number 1, N, carries 0.089; number 2, C, carries -0.255

Q.
Here is C3H5N3O in the gas phase from the OMol25 dataset. Energies are from the ωB97M-V functional and the def2-TZVPD basis.

CARTESIAN COORDINATES (ANGSTROEM)
O -2.057 0.987 0.379
C -2.130 -0.387 0.168
C 0.104 -0.460 -0.242
N 0.912 0.253 -0.864
N 2.147 0.382 -0.218
C 2.560 -0.554 0.586
N -0.848 -1.097 0.146
H -1.622 1.403 -0.380
H -2.539 -0.631 -0.820
H -2.751 -0.812 0.950
H 2.641 1.191 -0.585
H 3.584 -0.276 0.878

## Properties
Molecular weight, g mol⁻¹: 99.093
HOMO-LUMO gap, eV: 9.75

Atom charges from the Löwdin analysis, given in e for atoms 1 to 2: number 1, O, carries -0.032; number 2, C, carries -0.276

P is favored, and the nearest alternative lies 2.345 eV above it.

P.
Here is C3H5N3O in the gas phase from the OMol25 dataset. Energies are from the ωB97M-V functional and the def2-TZVPD basis.

CARTESIAN COORDINATES (ANGSTROEM)
O -2.301 0.968 -0.291
C -1.667 -0.206 0.148
C -0.173 -0.086 0.133
N 0.410 0.879 -0.544
N 1.737 0.707 -0.264
C 1.833 -0.481 0.464
N 0.667 -0.987 0.735
H -1.741 1.363 -0.977
H -1.940 -1.081 -0.469
H -2.009 -0.418 1.167
H 2.385 0.179 -0.930
H 2.799 -0.836 0.828

## Properties
Molecular weight, g mol⁻¹: 99.093
HOMO-LUMO gap, eV: 11.22

Atom charges from the Löwdin analysis, given in e for atoms 1 to 2: number 1, O, carries -0.059; number 2, C, carries -0.209

Q.
Here is C3H5N3O in the gas phase from the OMol25 dataset. Energies are from the ωB97M-V functional and the def2-TZVPD basis.

CARTESIAN COORDINATES (ANGSTROEM)
N 1.059 -1.725 0.927
C 0.407 -0.626 0.370
N 0.688 0.636 0.612
C -0.227 1.341 -0.130
O -0.236 2.694 -0.214
C -1.081 0.525 -0.800
N -0.647 -0.760 -0.475
H 2.068 -1.653 0.892
H 0.748 -2.610 0.549
H 0.154 3.061 0.588
H -1.906 0.726 -1.461
H -1.026 -1.609 -0.858

## Properties
Molecular weight, g mol⁻¹: 99.093
HOMO-LUMO gap, eV: 8.41

Atom charges from the Löwdin analysis, given in e for atoms 1 to 2: number 1, N, carries 0.118; number 2, C, carries -0.460

Q is favored, and the nearest alternative lies 1.829 eV above it.

P.
Here is C3H5N3O in the gas phase from the OMol25 dataset. Energies are from the ωB97M-V functional and the def2-TZVPD basis.

CARTESIAN COORDINATES (ANGSTROEM)
N -1.895 -0.649 0.956
C -0.694 -0.259 0.370
N 0.413 -0.971 0.347
C 1.325 -0.168 -0.292
O 2.592 -0.564 -0.564
C 0.795 1.033 -0.642
N -0.531 0.955 -0.211
H -2.136 -1.612 0.762
H -2.668 -0.033 0.745
H 2.824 -1.282 0.037
H 1.208 1.890 -1.145
H -1.232 1.660 -0.363

## Properties
Molecular weight, g mol⁻¹: 99.093
HOMO-LUMO gap, eV: 8.38

Atom charges from the Löwdin analysis, given in e for atoms 1 to 2: number 1, N, carries 0.120; number 2, C, carries -0.462

Q.
Here is C3H5N3O in the gas phase from the OMol25 dataset. Energies are from the ωB97M-V functional and the def2-TZVPD basis.

CARTESIAN COORDINATES (ANGSTROEM)
C 2.653 -0.814 -0.022
C -0.247 1.036 0.023
C -2.574 0.035 -0.058
H 2.869 -1.873 -0.064
H 3.590 -0.084 0.287
H -0.589 2.075 0.003
H -0.501 -0.832 -0.239
H -3.087 1.092 -0.277
N 1.375 -0.551 0.003
N 0.983 0.852 0.284
N -1.203 0.055 -0.190
O -3.271 -0.990 0.251

## Properties
Molecular weight, g mol⁻¹: 99.093
HOMO-LUMO gap, eV: 9.88

Atom charges from the Löwdin analysis, given in e for atoms 1 to 2: number 1, C, carries -0.038; number 2, C, carries -0.244

P is favored, and the nearest alternative lies 3.025 eV above it.